Below is C20H14BrNO2S in the gas phase at a distorted geometry, with properties calculated with the ωB97M-V functional and the def2-TZVPD basis.

multiplicity	1
SMILES string	O=C(/C=C/c1cccs1)c1ccc(NC(=O)c2cccc(Br)c2)cc1
charge	0
LUMO	-0.5269	eV
ΔE to the lowest compared entry with this formula, charge and spin	0.00	kJ/mol

Each line ends with the natural charge from an NBO analysis.
Positions of all 39 atoms, in Å:
1 O 4.142 -0.611 -0.190  -0.558
2 C 3.027 -1.074 -0.371  0.532
3 C 2.819 -2.420 -0.911  -0.330
4 C 3.859 -3.250 -1.105  -0.106
5 C 3.782 -4.569 -1.638  -0.256
6 C 4.822 -5.443 -1.849  -0.196
7 C 4.414 -6.673 -2.390  -0.265
8 C 3.068 -6.735 -2.588  -0.386
9 S 2.270 -5.293 -2.120  0.440
10 C 1.811 -0.272 -0.079  -0.170
11 C 0.586 -0.838 0.268  -0.163
12 C -0.507 -0.044 0.554  -0.265
13 C -0.397 1.343 0.489  0.244
14 N -1.465 2.204 0.747  -0.614
15 C -2.736 1.899 1.141  0.649
16 O -3.148 0.780 1.357  -0.589
17 C -3.613 3.102 1.313  -0.053
18 C -4.591 3.054 2.302  -0.194
19 C -5.442 4.126 2.498  -0.190
20 C -5.340 5.253 1.700  -0.231
21 C -4.380 5.282 0.702  -0.057
22 Br -4.244 6.819 -0.421  0.056
23 C -3.513 4.224 0.498  -0.266
24 C 0.830 1.917 0.153  -0.273
25 C 1.919 1.118 -0.117  -0.135
26 H 1.817 -2.721 -1.180  0.207
27 H 4.848 -2.901 -0.833  0.237
28 H 5.844 -5.198 -1.620  0.226
29 H 5.086 -7.479 -2.623  0.228
30 H 2.493 -7.548 -2.985  0.238
31 H 0.482 -1.909 0.349  0.218
32 H -1.447 -0.491 0.832  0.257
33 H -1.234 3.185 0.670  0.401
34 H -4.668 2.164 2.908  0.239
35 H -6.194 4.088 3.272  0.224
36 H -6.001 6.094 1.842  0.232
37 H -2.800 4.271 -0.313  0.227
38 H 0.925 2.993 0.109  0.208
39 H 2.874 1.554 -0.368  0.236


Below is C20H14ClF in the gas phase at a distorted geometry, with properties calculated with the ωB97M-V functional and the def2-TZVPD basis.

multiplicity	1
SMILES string	Cc1c2ccccc2c(CCl)c2cc(F)c3ccccc3c12
charge	0
LUMO	-0.6905	eV

Each line ends with the natural charge from an NBO analysis.
Positions of all 36 atoms, in Å:
1 C -0.567 -0.306 2.591  -0.645
2 C -0.384 -0.454 1.041  0.068
3 C -0.654 -1.755 0.521  -0.109
4 C -0.954 -2.860 1.378  -0.170
5 C -1.161 -4.135 0.831  -0.218
6 C -1.173 -4.303 -0.483  -0.212
7 C -0.989 -3.241 -1.392  -0.205
8 C -0.680 -1.933 -0.900  0.037
9 C -0.589 -0.784 -1.803  -0.026
10 C -0.904 -1.025 -3.244  -0.394
11 Cl 0.386 -2.122 -3.872  -0.063
12 C -0.362 0.539 -1.239  -0.060
13 C -0.270 1.670 -1.967  -0.274
14 C 0.121 2.861 -1.431  0.434
15 F 0.201 3.915 -2.215  -0.305
16 C 0.764 2.887 -0.218  -0.175
17 C 1.470 4.000 0.289  -0.158
18 C 2.360 3.975 1.442  -0.214
19 C 2.418 2.788 2.111  -0.202
20 C 1.628 1.672 1.688  -0.222
21 C 0.787 1.716 0.534  0.047
22 C -0.059 0.638 0.142  0.005
23 H -1.420 -0.949 2.925  0.216
24 H -0.922 0.669 2.783  0.226
25 H 0.322 -0.546 3.195  0.221
26 H -1.103 -2.687 2.410  0.209
27 H -1.337 -5.006 1.518  0.217
28 H -1.445 -5.264 -0.921  0.213
29 H -1.203 -3.508 -2.400  0.222
30 H -0.923 -0.106 -3.778  0.218
31 H -1.948 -1.484 -3.487  0.229
32 H -0.586 1.622 -3.014  0.218
33 H 1.413 4.971 -0.183  0.217
34 H 2.953 4.852 1.691  0.222
35 H 3.026 2.758 3.012  0.212
36 H 1.787 0.935 2.447  0.223


Below is a molecular structure, C20H14CrN4O2S2, with properties calculated with the ωB97M-V functional and the def2-TZVPD basis.

multiplicity	2
charge	-1
LUMO (alpha / beta)	2.4115 / 2.4184	eV
⟨S²⟩	0.7673

Each line ends with the natural charge from an NBO analysis.
Positions of all 43 atoms, in Å:
1 Cr 0.281 0.549 -0.590  0.718
2 O 0.150 2.357 0.081  -0.646
3 C -0.725 2.706 0.973  0.422
4 C -1.398 3.950 0.838  -0.226
5 C -2.325 4.348 1.760  -0.181
6 C -2.606 3.575 2.908  -0.282
7 C -1.931 2.399 3.088  -0.140
8 C -1.015 1.932 2.124  -0.258
9 C -0.164 0.814 2.386  0.204
10 N 0.465 0.190 1.453  -0.458
11 C 1.719 -0.469 1.795  -0.228
12 C 2.784 0.324 1.024  -0.226
13 N 2.352 0.225 -0.364  -0.428
14 C 3.073 -0.445 -1.178  0.184
15 C 2.515 -1.098 -2.341  -0.235
16 C 3.331 -1.503 -3.407  -0.144
17 C 2.838 -2.289 -4.420  -0.280
18 C 1.506 -2.728 -4.341  -0.188
19 C 0.702 -2.384 -3.284  -0.224
20 C 1.173 -1.537 -2.255  0.405
21 O 0.373 -1.233 -1.266  -0.655
22 H -1.183 4.532 -0.049  0.223
23 H -2.860 5.277 1.603  0.206
24 H -3.338 3.914 3.628  0.204
25 H -2.107 1.793 3.971  0.197
26 H 0.058 0.568 3.430  0.161
27 H 1.711 -1.501 1.438  0.207
28 H 1.906 -0.448 2.874  0.182
29 H 3.786 -0.095 1.165  0.182
30 H 2.763 1.366 1.349  0.211
31 H 4.113 -0.666 -0.915  0.161
32 H 4.363 -1.171 -3.427  0.199
33 H 3.463 -2.573 -5.256  0.204
34 H 1.103 -3.350 -5.132  0.203
35 H -0.327 -2.713 -3.221  0.218
36 S -2.052 0.527 -0.865  -0.085
37 C -2.188 1.740 -2.107  -0.295
38 C -3.505 2.273 -2.342  0.293
39 N -4.564 2.698 -2.503  -0.367
40 C -1.140 2.176 -2.853  -0.285
41 S 0.486 1.575 -2.686  -0.077
42 C -1.349 3.178 -3.867  0.292
43 N -1.484 3.989 -4.674  -0.369